(1)
23
Properties=species:S:1:pos:R:3:forces:R:3 method="wB97M-V/def2-TZVPD" total_charge=-1 spin_multiplicity=1 lumo_energy_ev=2.99 e_above_lowest_kcal_mol=70.72 homo_ev=-4.1
C 1.70513 -2.84263 -0.09666 -0.78 2.25 0.02
C 2.47115 -1.89778 0.89025 -0.44 3.05 -0.77
O 3.03888 -0.87307 0.34298 -0.17 -1.90 0.12
O 2.17908 -1.94861 2.09857 0.25 -1.18 -0.04
H 0.68801 -2.29561 -0.12443 1.32 -1.40 -0.11
H 1.57337 -3.80387 0.28324 -0.42 -1.61 0.88
H 2.08701 -2.93144 -1.11006 0.26 0.40 -0.04
C 1.31273 1.90291 0.44556 4.45 -1.44 2.52
C -0.15478 0.25788 -0.41026 0.13 -3.09 -1.49
C -0.05648 1.44723 0.39407 -0.36 -2.11 -1.03
C -1.31392 -0.02790 -1.14688 0.00 2.05 2.25
C -2.47143 0.67191 -0.74400 -0.94 -1.70 -1.16
C -1.23439 1.98047 0.79906 -0.73 1.80 1.52
C -2.46132 1.54821 0.28874 -0.57 0.65 1.00
O -3.69042 0.25132 -1.30459 0.23 -0.56 -0.77
H 0.62479 -0.67247 -0.45850 -0.99 3.56 -0.04
H -1.48462 -0.71645 -1.94225 0.63 -0.94 -0.19
H 2.06759 1.12268 1.07659 -2.13 1.70 -1.54
H 1.64266 2.89608 0.79245 -0.91 -0.16 -0.11
H -1.32428 2.79361 1.59617 0.60 -1.01 -1.27
H -3.54389 -0.50544 -1.94477 0.02 1.45 1.30
H -3.34429 1.91931 0.82444 0.07 -0.25 -0.81
H 1.68944 1.72367 -0.54973 0.49 0.42 -0.25

***

(2)
22
Properties=species:S:1:pos:R:3:forces:R:3 method="wB97M-V/def2-TZVPD" total_charge=0 spin_multiplicity=1 lumo_energy_ev=0.19 e_above_lowest_kcal_mol=33.48 homo_ev=-8.0
O 2.46185 -0.32827 -3.35470 0.48 1.03 2.66
P 1.27706 -0.47759 -2.03413 2.20 0.27 1.67
C 0.38487 1.11837 -0.79442 1.14 -0.19 -1.97
C 1.44676 1.52294 0.32787 -2.07 -1.08 -0.68
C 1.31364 0.30390 1.20366 0.16 -3.13 -3.17
C -0.08363 -0.23582 0.97726 -0.47 0.31 0.03
C -0.78383 -1.07952 1.82356 0.48 0.98 0.72
C -2.09928 -1.38285 1.60520 0.79 1.76 -3.85
C -2.73272 -0.94606 0.39097 1.66 1.15 1.73
C -2.07568 0.03507 -0.38775 1.00 -1.50 -0.70
C -0.71189 0.32579 -0.15175 1.32 -0.80 1.70
H 3.36006 -0.20902 -2.93503 -1.30 -0.33 -0.79
H 0.41402 -0.38787 -2.99452 -2.84 0.17 -1.92
H -0.03048 1.94106 -1.35767 0.44 0.32 -0.48
H 0.96986 2.39236 0.73560 0.42 0.82 0.64
H 2.50357 1.59847 0.08699 -0.26 0.73 -0.62
H 1.53315 0.28010 2.22415 0.87 0.34 1.49
H 2.00037 -0.45913 0.56814 -1.11 1.15 1.99
H -0.35674 -1.29022 2.79062 0.23 -0.44 0.14
H -2.59303 -1.84467 2.35413 -1.85 -1.83 1.94
H -3.73864 -1.26203 0.25297 -0.66 0.10 -0.50
H -2.45930 0.38500 -1.33113 -0.63 0.18 -0.02

***

(3)
22
Properties=species:S:1:pos:R:3:forces:R:3 method="wB97M-V/def2-TZVPD" total_charge=0 spin_multiplicity=1 lumo_energy_ev="0.26 / 0.27" e_above_lowest_kcal_mol=131.30 homo_ev="-6.9 / -6.9"
C 1.27268 1.43489 -0.34084 0.77 4.02 -0.21
C -0.04133 1.28534 -0.55162 1.59 -4.58 -0.44
C 0.21400 -0.93227 -0.69864 -0.44 4.68 0.95
C 2.29545 0.53340 -0.35234 -0.47 -2.16 -0.15
C -1.79152 -1.09271 0.74528 0.75 0.66 1.34
C -1.96994 0.39476 1.07678 -1.81 -0.75 -0.29
C -1.92334 -0.29247 -1.45335 -1.66 0.53 0.46
C -1.15839 -1.31611 -0.61252 0.06 0.81 -0.36
C 3.64395 0.74421 0.13752 3.40 0.20 -1.05
P -1.74853 1.38274 -0.48129 -1.03 -1.11 -0.16
S 1.76043 -1.12390 -0.51172 0.75 0.66 0.05
H 1.69365 2.52244 -0.26962 -0.88 -1.71 0.11
H -1.27407 -1.54899 1.56919 0.65 -0.45 0.20
H -2.73953 -1.53020 0.78181 -1.61 -0.88 -0.43
H -2.96370 0.54071 1.57010 0.72 0.09 -0.53
H -1.23260 0.63757 1.76219 1.34 0.99 1.34
H -1.43716 0.01986 -2.32863 0.45 -0.31 -1.65
H -2.98965 -0.58884 -1.61043 0.73 0.33 -0.03
H -1.12564 -2.33439 -0.89555 -1.31 -1.34 -0.66
H 3.92965 1.83044 0.10506 -0.11 -1.15 0.12
H 3.80963 0.32765 1.08823 -0.41 0.25 2.11
H 4.51788 0.10700 -0.28448 -1.47 1.23 -0.72

***

(4)
33
Properties=species:S:1:pos:R:3:forces:R:3 method="wB97M-V/def2-TZVPD" total_charge=-1 spin_multiplicity=1 lumo_energy_ev=2.37 e_above_lowest_kcal_mol=11.39 homo_ev=-4.9
Bi -0.07000 -0.95572 0.82122 0.02 0.00 -0.03
S 0.04290 0.21960 5.06918 -0.16 0.00 0.15
As -1.52727 -0.10549 3.70405 -0.01 -0.02 0.06
S -1.09431 1.10187 1.80513 -0.09 -0.08 -0.10
S -1.21302 -2.13638 2.70695 0.01 0.03 0.02
S -3.49396 0.13657 4.28170 -0.01 0.02 -0.01
Cl -4.04408 0.27515 -5.84899 0.01 -0.01 0.02
C -3.32581 -0.25923 -4.34871 0.02 0.03 0.01
C -2.33779 0.49977 -3.75328 0.00 0.00 -0.01
C -1.78189 0.06120 -2.56555 -0.01 0.12 -0.06
Cl -0.53430 1.04696 -1.83544 0.03 -0.02 -0.07
C -2.16598 -1.12180 -1.89855 -0.09 0.05 -0.07
O -1.66196 -1.53478 -0.79479 0.11 -0.08 0.28
C -3.18289 -1.84889 -2.57391 0.02 0.01 -0.03
Cl -3.72092 -3.33131 -1.85401 0.00 0.00 0.01
C -3.75186 -1.43928 -3.76246 0.00 -0.02 0.02
H -2.00207 1.42386 -4.20184 0.00 0.00 0.00
H -4.52461 -2.03776 -4.22393 0.00 0.00 0.01
N 1.83983 -0.46859 2.52562 0.07 0.00 -0.18
C 2.39146 0.89056 2.63873 0.03 -0.03 0.04
C 3.34614 1.27004 1.51873 0.02 -0.01 0.00
C 2.73698 1.30571 0.12060 -0.03 0.00 -0.01
N 2.78581 -0.01770 -0.50913 -0.07 -0.01 -0.04
H 1.33943 -0.65763 3.40233 0.01 0.02 0.05
H 2.57996 -1.15721 2.43176 0.04 0.03 -0.04
H 2.90240 1.01710 3.59835 -0.01 -0.03 0.02
H 1.53946 1.57286 2.65072 0.03 -0.01 0.01
H 4.21017 0.59291 1.51268 0.01 0.02 -0.01
H 3.73855 2.26187 1.75648 0.00 0.00 0.01
H 3.24227 2.07402 -0.47690 0.01 -0.01 -0.03
H 1.68827 1.61226 0.19420 0.01 0.00 0.00
H 3.74722 -0.28367 -0.69007 -0.03 0.00 0.00
H 2.30187 -0.00687 -1.40086 0.03 0.00 0.01

***

(5)
29
Properties=species:S:1:pos:R:3:forces:R:3 method="wB97M-V/def2-TZVPD" total_charge=+3 spin_multiplicity=3 lumo_energy_ev="-11.24 / -15.10" e_above_lowest_kcal_mol=0.00 homo_ev="-18.8 / -19.5"
Au -0.13351 1.33211 -0.85807 0.02 -1.79 0.76
C -0.11118 1.93144 1.86893 0.07 0.34 2.48
O -0.07950 2.07538 2.99187 -0.06 -0.29 -1.97
C -0.13285 3.28831 -0.90675 -0.01 7.70 -0.88
O -0.13133 4.44115 -0.90493 0.00 -4.70 0.18
C -2.25036 1.25949 -0.53490 -4.03 -0.33 0.57
O -3.37018 1.26647 -0.33911 2.91 0.01 -0.53
C 1.98570 1.24587 -0.59324 4.18 -0.22 0.50
O 3.11223 1.26986 -0.43029 -3.05 -0.05 -0.48
C -0.13238 -0.35928 -5.29920 0.01 -3.30 0.58
H 0.80591 -0.91396 -5.18619 -0.28 0.14 -0.07
H -1.06788 -0.91327 -5.16255 0.27 0.14 -0.08
C -0.13567 0.95914 -5.61272 -0.01 3.19 -0.98
H -1.07393 1.51022 -5.73966 0.27 -0.14 -0.01
H 0.79985 1.50899 -5.76319 -0.27 -0.14 0.00
C 1.65434 -1.36766 2.96197 0.50 -0.21 0.63
N 1.27277 -1.35111 1.55580 -1.32 0.12 -1.42
C 0.02073 -1.37530 1.04509 1.04 1.08 0.72
S -0.11643 -1.13064 -0.70862 -0.10 -0.75 -0.29
N -1.10115 -1.40169 1.75231 -0.20 -0.05 -1.41
C -1.25498 -1.58227 3.19166 -0.23 -0.19 0.77
H 1.33412 -2.28196 3.46524 0.16 0.14 -0.18
H 1.29026 -0.50137 3.51938 0.02 -0.08 -0.27
H 2.73752 -1.33705 2.97773 0.11 -0.06 0.12
H 2.01848 -1.28741 0.84394 -0.71 -0.33 0.78
H -1.96742 -1.39489 1.17055 1.10 -0.18 0.83
H -2.31882 -1.63905 3.38142 -0.13 -0.07 0.09
H -0.79511 -2.50821 3.54386 -0.19 0.11 -0.19
H -0.85921 -0.74331 3.76970 -0.10 -0.10 -0.26

***

(6)
31
Properties=species:S:1:pos:R:3:forces:R:3 method="wB97M-V/def2-TZVPD" total_charge=+4 spin_multiplicity=9 lumo_energy_ev="-14.52 / -19.92" homo_ev="-20.1 / -23.8"
Ru 0.64442 3.94629 -2.98204 2.90 -3.78 4.23
Nd 0.03065 1.30841 -1.63638 -0.11 0.88 -2.50
Cl -0.05661 3.50575 -0.64352 -0.21 3.62 1.19
Cl 2.26399 2.06807 -2.79579 -0.40 0.78 -0.45
C 0.33025 -0.58004 -2.73765 1.14 -8.76 -5.07
C -0.57682 5.29917 -3.05245 -3.97 5.05 -1.18
C 1.20475 4.24875 -4.69545 1.34 1.71 -5.56
O 0.44308 -1.62724 -3.31081 -0.54 5.28 2.99
O -1.33078 6.14065 -3.11294 1.24 -1.51 0.29
O 1.53674 4.45002 -5.75796 -0.48 -0.51 1.91
C 1.93811 -0.19682 2.58706 0.14 -0.53 0.61
N 0.75312 -0.93664 2.08568 2.26 -0.57 2.50
C 0.34174 -2.12646 2.81899 -1.22 -0.09 -0.23
C -1.02021 -2.60611 2.36408 -0.05 0.08 0.58
C -1.06626 -2.62817 0.85292 -0.14 0.08 0.15
N -0.85371 -1.24655 0.42625 -1.92 -0.97 -1.25
C -1.83019 -0.71682 -0.55866 0.10 1.11 0.47
C 0.14998 -0.53830 0.98173 1.46 4.75 -2.83
O 0.59293 0.57882 0.38127 -1.39 -4.66 4.18
H 2.73431 -0.18649 1.83531 -0.11 0.11 -0.30
H 2.33499 -0.68241 3.49063 -0.40 -0.06 -0.30
H 1.66829 0.83215 2.84579 -0.16 0.17 -0.19
H 1.10650 -2.89982 2.64808 0.43 0.03 0.12
H 0.29272 -1.91594 3.88671 0.57 0.26 0.33
H -1.80983 -1.93967 2.73030 0.03 -0.19 0.16
H -1.21130 -3.60894 2.75861 -0.01 0.02 -0.09
H -2.00369 -3.00742 0.47678 -0.26 0.02 -0.40
H -0.24537 -3.23672 0.47243 0.35 -0.23 -0.35
H -1.82086 -1.29957 -1.48570 0.12 -0.23 0.09
H -2.84122 -0.77515 -0.12627 0.07 -0.32 0.14
H -1.69973 0.37719 -0.74702 -0.78 -1.52 0.77

***

| no. | DFT total energy (eV) |
| --- | --- |
| 1 | -15653.234 |
| 2 | -20845.355 |
| 3 | -29629.535 |
| 4 | -162147.600 |
| 5 | -35190.193 |
| 6 | -63549.425 |